Below is C37H25Cl2N7O4V as an isolated structure in a non-equilibrium geometry, with properties calculated with the ωB97M-V functional and the def2-TZVPD basis.

Geometry as XYZ:
```
76
Properties=species:S:1:pos:R:3:forces:R:3:mulliken_spin:R:1
V -0.113366 -0.742420 0.357634 0.0652 0.9546 -0.5913 1.2342
O 0.495078 0.235399 4.480147 0.1234 0.0521 -0.0357 0.0065
C 0.331876 0.460798 3.273492 -0.1921 0.0752 -0.0166 0.0217
N 0.730654 -0.299319 2.241690 0.2385 -0.2851 0.0447 -0.0382
C 1.546933 -1.411702 2.569821 -0.2316 -0.1061 0.1586 0.0167
C 2.655567 -1.362681 3.405236 0.0066 0.0521 0.0177 -0.0045
C 3.412085 -2.501650 3.642261 -0.0057 -0.0191 0.0079 -0.0004
C 3.055898 -3.712089 3.061620 0.0072 0.0173 0.0020 0.0017
C 1.941687 -3.786282 2.236361 0.0443 0.0090 0.0084 -0.0031
C 1.194975 -2.639297 1.983586 -0.1644 -0.0951 0.0988 -0.0042
N 0.097359 -2.562416 1.114324 -0.0968 -0.6181 0.5067 -0.0212
C -0.665882 -3.595235 0.758790 0.0662 0.0599 -0.1196 0.0007
O -0.662886 -4.760400 1.166843 0.0042 -0.0309 -0.0098 0.0027
C -1.644454 -3.187416 -0.325230 0.0167 -0.0260 0.0368 -0.0022
C -2.698890 -4.013113 -0.667158 -0.0026 0.0092 -0.0358 0.0030
C -3.581836 -3.585815 -1.648120 0.0051 -0.0128 0.0260 -0.0019
C -3.351158 -2.374400 -2.275284 0.0257 0.0029 -0.0285 0.0030
C -2.252382 -1.617207 -1.892156 0.0477 0.0286 -0.0546 0.0078
N -1.429118 -2.005969 -0.919809 -0.0574 -0.0371 0.2214 -0.0122
C -0.436347 1.716570 2.916489 -0.0509 -0.0135 0.0064 -0.0032
C -1.412219 2.175045 3.800744 -0.0348 -0.0689 -0.0893 -0.0008
C -2.124379 3.309879 3.464896 -0.0304 0.0083 0.0252 -0.0002
C -1.829887 3.961341 2.273930 0.0284 -0.0092 -0.0033 0.0009
C -0.816719 3.446849 1.480504 -0.0365 0.0312 0.0641 -0.0005
N -0.129865 2.354565 1.796163 0.1611 0.0372 -0.0081 0.0086
H 2.922696 -0.422042 3.867095 -0.0227 0.0100 0.0057 -0.0002
H 4.280664 -2.442178 4.288833 0.0021 0.0006 -0.0023 0.0002
H 3.643778 -4.603228 3.251811 0.0013 0.0001 0.0004 0.0001
H 1.636508 -4.719979 1.787702 -0.0044 0.0030 0.0036 -0.0001
H -2.796129 -4.954609 -0.145745 -0.0118 0.0008 -0.0006 0.0003
H -4.438169 -4.191810 -1.920268 0.0046 -0.0039 -0.0069 -0.0001
H -4.008149 -2.004310 -3.051036 0.0025 -0.0052 -0.0034 0.0005
H -2.011471 -0.681910 -2.373355 -0.0143 0.0372 0.0425 -0.0054
H -1.589919 1.618888 4.709862 -0.0097 0.0073 0.0080 -0.0004
H -2.905926 3.681652 4.118083 -0.0061 -0.0045 -0.0092 -0.0001
H -2.371423 4.846566 1.964651 -0.0025 -0.0031 -0.0056 0.0003
H -0.541798 3.923783 0.543610 -0.0123 -0.0013 -0.0019 0.0005
O 3.838055 3.682096 -4.055795 -0.0038 0.0065 0.0184 0.0008
C 2.507343 4.006225 -4.122836 -0.0041 -0.0399 0.0071 0.0015
O 2.155555 4.786727 -4.979596 -0.0014 0.0044 -0.0167 0.0057
C 1.642998 3.339015 -3.149397 0.0071 0.0636 -0.0324 0.0186
C 2.121291 2.787633 -1.945685 0.0080 -0.0477 0.0191 -0.0012
C 1.302273 2.093086 -1.096973 0.0301 -0.0102 -0.0446 0.0248
C -0.062267 1.846150 -1.420119 -0.0201 -0.1089 -0.0709 0.0075
C -0.559350 2.499219 -2.587990 -0.0056 0.0182 0.0368 0.0066
C 0.274921 3.209937 -3.418290 0.0080 -0.0221 0.0076 -0.0010
N -0.787758 1.025431 -0.640947 -0.2802 0.0582 -0.0002 -0.0208
C -2.174756 1.158848 -0.614156 -0.0648 0.0776 0.0025 -0.0110
C -2.853029 0.443222 0.321590 -0.0269 -0.0561 0.1005 0.0147
C -4.280712 0.496718 0.538770 0.0060 0.0405 -0.0333 0.0078
C -4.856350 -0.247498 1.507794 0.0218 -0.0359 0.0445 -0.0088
C -4.045531 -1.091721 2.335580 -0.0525 0.0454 -0.0050 0.0093
C -2.702829 -1.117271 2.084043 0.1662 0.0055 0.1029 0.0033
N -2.084032 -0.411649 1.120116 -0.0415 -0.1261 0.0156 -0.0264
H 3.931246 2.922875 -3.464133 0.0088 -0.0059 -0.0115 0.0007
H 3.155471 2.933798 -1.643282 -0.0020 0.0086 0.0034 0.0020
H 1.669949 1.706017 -0.157426 -0.0016 0.0282 0.0184 0.0094
H -1.592383 2.357060 -2.876619 -0.0031 0.0309 -0.0046 0.0038
H -0.108099 3.646027 -4.333654 -0.0056 0.0011 0.0015 0.0004
H -2.688179 1.908157 -1.206398 0.0297 0.0015 -0.0059 -0.0014
H -4.873366 1.140935 -0.102110 0.0098 0.0071 0.0044 0.0006
H -5.930234 -0.205095 1.660288 0.0004 0.0060 0.0023 -0.0007
H -4.466636 -1.690107 3.130948 0.0017 0.0004 0.0004 0.0007
H -2.044900 -1.741211 2.683881 -0.0067 -0.0168 -0.0205 -0.0035
Cl 0.519367 -1.156214 -3.529676 -0.0072 -0.0160 0.0339 -0.0009
C 2.088477 -0.757241 -2.900604 -0.0024 -0.0262 -0.0412 -0.0216
C 3.100319 -0.534959 -3.815443 0.0047 0.0124 0.0017 0.0095
C 4.373202 -0.191789 -3.385331 -0.0220 0.0010 0.0177 -0.0176
C 4.608262 -0.086395 -2.020410 -0.0012 0.0215 -0.0108 0.0095
C 3.587220 -0.310503 -1.119590 0.0761 0.0194 0.0500 -0.0152
Cl 3.926392 -0.113366 0.569429 -0.0273 -0.0157 -0.0180 -0.0023
C 2.264363 -0.646060 -1.501439 0.0161 0.0875 0.0631 0.0114
N 1.284152 -0.789061 -0.593366 0.3247 -0.0808 -0.4931 -0.2252
H 2.873845 -0.622330 -4.869725 -0.0031 0.0097 -0.0007 -0.0002
H 5.166757 -0.012957 -4.098914 0.0001 0.0027 -0.0042 -0.0010
H 5.585566 0.182399 -1.640555 0.0000 -0.0063 -0.0007 -0.0001
```
Forces are in eV/Å.

Output
Energy relative to the best compared isomer or geometry (same formula, charge and spin)   0.0 kJ/mol
Net charge   -2
Molecular weight   753.5 Da
F_max   1.1 eV Å⁻¹
Spin multiplicity   2
Frontier orbital gap (alpha / beta)   4.631 / 4.815 eV
E_LUMO (alpha / beta)   4.48 / 4.48 eV